No. 1
This record from the OMol25 dataset describes a cluster of 2 separate species, C2H9NS2 in total. The level of theory is ωB97M-V/def2-TZVPD.

Bonds (Å) are listed after each position.
Element x y z (Å)
1 S -2.87 1.44 -0.42  S2 2.046, H3 1.373
2 S -3.48 -0.42 0.20  S1 2.046, H4 1.345
3 H -2.78 1.90 0.87  S1 1.373
4 H -2.40 -0.96 -0.40  S2 1.345
5 C 1.37 0.65 -0.61  C6 1.565, H8 1.088, H9 1.094, H10 1.085
6 C 1.13 -0.20 0.68  C5 1.565, N7 1.445, H11 1.093, H12 1.091
7 N 0.83 -1.58 0.38  C6 1.445, H13 1.015, H14 1.009
8 H 1.86 0.03 -1.35  C5 1.088
9 H 1.87 1.61 -0.48  C5 1.094
10 H 0.39 0.96 -0.98  C5 1.085
11 H 0.33 0.28 1.24  C6 1.093
12 H 2.07 -0.05 1.21  C6 1.091
13 H 1.63 -2.00 -0.08  N7 1.015
14 H 0.04 -1.64 -0.26  N7 1.009

Results
charge: +1
E_LUMO (spin up / spin down): -5.81 / -9.57 eV
HOMO (spin up / spin down): -12.50 / -12.40 eV
spin multiplicity: 2
Kohn-Sham gap (spin up / spin down): 6.69 / 2.82 eV
⟨S²⟩: 0.75

No. 2
This record from the OMol25 dataset describes a cluster of 2 separate species, C2H9NSi in total. The level of theory is ωB97M-V/def2-TZVPD.

Bonds (Å) are listed after each position.
Element x y z (Å)
1 C 0.91 -0.14 -1.21  N3 1.402, H5 1.071, H6 1.055, H7 1.102
2 C -0.84 -1.59 0.64  H8 1.126, H9 1.096, H10 1.061
3 N 0.45 0.08 0.09  C1 1.402, Si4 1.678
4 Si -0.20 1.51 0.70  N3 1.678, H11 1.536, H12 1.474, H13 1.586
5 H 0.35 0.31 -2.01  C1 1.071
6 H 1.74 0.51 -1.32  C1 1.055
7 H 0.94 -1.24 -1.31  C1 1.102
8 H -1.47 -1.72 -0.28  C2 1.126
9 H -0.08 -2.39 0.63  C2 1.096
10 H -1.37 -1.50 1.56  C2 1.061
11 H 0.93 2.41 0.18  Si4 1.536
12 H -1.45 1.97 0.09  Si4 1.474
13 H 0.09 1.81 2.23  Si4 1.586

Results
charge: 0
E_LUMO: 0.14 eV
HOMO: -8.76 eV
Kohn-Sham gap: 8.90 eV

No. 3
This record from the OMol25 dataset describes a cluster of 3 separate species, C2H9O3 in total. The level of theory is ωB97M-V/def2-TZVPD.

Bonds (Å) are listed after each position.
Element x y z (Å)
1 C 1.31 0.82 -0.57  O2 1.395, C3 1.509, H4 1.104, H5 1.102
2 O 0.18 1.45 -1.09  C1 1.395, H13 1.047
3 C 1.42 -0.67 -0.82  C1 1.509, H6 1.098, H7 1.090, H8 1.088
4 H 2.14 1.35 -1.06  C1 1.104
5 H 1.51 0.98 0.50  C1 1.102
6 H 1.11 -0.89 -1.85  C3 1.098
7 H 2.43 -1.06 -0.74  C3 1.090
8 H 0.69 -1.19 -0.21  C3 1.088
9 H -2.45 -0.63 1.23  O11 1.005
10 H -1.41 -1.40 1.92  O11 0.971
11 O -2.37 -1.47 1.78  H9 1.005, H10 0.971
12 H -2.05 1.06 1.15  O14 0.980
13 H -0.61 1.05 -0.53  O2 1.047
14 O -1.88 0.62 0.29  H12 0.980

Results
charge: -1
E_LUMO: 4.16 eV
HOMO: -4.21 eV
Kohn-Sham gap: 8.37 eV

Values for max |F|, eV/Å, ordered as above
2.22, 5.58, 1.87
Values for calculated total energy, eV, ordered as above
-25370.59706, -11583.60842, -8362.98429